DFT (ωB97M-V/def2-TZVPD) results for 2 unconnected molecules or ions with the total composition C5H14N4.

XYZ file:
```
23
Properties=species:S:1:pos:R:3:mulliken_charge:R:1
N -2.458 -0.396 0.660 -0.410
N -0.969 1.295 -0.008 0.098
N -0.278 1.824 -1.044 -0.680
N -2.228 0.005 -1.590 -0.716
C 1.042 -1.175 -0.266 0.324
C -1.904 0.305 -0.401 0.291
C -0.044 0.993 1.388 -1.089
C 1.995 -1.545 0.816 -1.257
C 1.394 -0.429 -1.360 -1.150
H 0.034 -1.562 -0.188 0.368
H 2.207 -2.617 0.751 0.372
H -0.376 1.853 1.964 0.405
H -1.684 0.526 -2.272 0.368
H 1.584 -1.368 1.811 0.305
H 1.022 1.106 1.203 0.336
H -0.302 0.075 1.896 0.383
H 2.449 -0.261 -1.550 0.378
H -3.222 -0.983 0.355 0.270
H -2.666 0.161 1.476 0.231
H 0.632 1.044 -1.295 0.265
H -0.008 2.775 -0.795 0.238
H 2.947 -1.024 0.721 0.333
H 0.834 -0.599 -2.274 0.338
```

Output
SMILES	[H]/N=C(/N)N(C)N.C=CC
total energy	-417.813452	Eh
E_LUMO	0.033	hartree
largest force on an atom	0.0788	Eh/bohr
ΔE to the lowest compared entry with this formula, charge and spin	72.2	kcal/mol



DFT (ωB97M-V/def2-TZVPD) results for a single C5H11NO molecule.

XYZ file:
```
18
Properties=species:S:1:pos:R:3:mulliken_charge:R:1
O 0.719 1.717 0.085 -0.523
N 0.805 -0.209 1.525 -0.551
C 0.789 0.317 0.133 0.951
C -0.631 -0.524 1.442 -0.695
C -0.636 -0.388 -0.088 0.071
C 2.113 -0.013 -0.569 -1.468
C -1.948 0.207 -0.625 -1.409
H 1.321 -1.088 1.519 0.321
H -2.229 1.150 -0.137 0.312
H -2.750 -0.499 -0.356 0.369
H 2.076 0.046 -1.659 0.295
H 2.837 0.740 -0.230 0.404
H -0.175 1.984 0.324 0.318
H 2.511 -0.991 -0.279 0.341
H -0.946 -1.475 1.879 0.309
H -0.484 -1.358 -0.573 0.329
H -2.014 0.345 -1.708 0.343
H -1.215 0.276 1.919 0.283
```

Output
SMILES	C[C@@H]1CN[C@]1(C)O
total energy	-327.065888	Eh
E_LUMO	0.034	hartree
largest force on an atom	0.0070	Eh/bohr
ΔE to the lowest compared entry with this formula, charge and spin	41.1	kcal/mol



DFT (ωB97M-V/def2-TZVPD) results for 13 unconnected molecules or ions with the total composition C23H24BCl37NO8P.

XYZ file:
```
95
Properties=species:S:1:pos:R:3:mulliken_charge:R:1
Cl 3.045 -1.942 6.630 -0.084
Cl -4.705 -2.324 2.831 -0.117
Cl 4.220 5.737 -2.834 -0.006
Cl -4.788 -7.672 5.555 -0.125
Cl -6.735 6.548 -2.837 -0.028
Cl 1.083 7.113 -2.742 -0.081
Cl 6.136 6.682 -4.809 -0.140
Cl 1.350 -3.320 10.379 -0.129
Cl -6.453 1.304 -0.943 -0.123
Cl 3.655 -3.215 4.087 -0.124
Cl 1.430 -9.376 2.193 -0.124
Cl 5.805 -2.514 5.917 -0.127
Cl -5.232 3.751 -3.225 -0.116
Cl -2.820 4.083 -1.636 -0.030
Cl 3.433 -4.278 8.591 -0.069
Cl -1.342 -5.069 -4.090 -0.136
Cl -5.061 -5.017 1.790 -0.119
Cl -8.551 8.679 -3.631 -0.132
Cl -3.564 -5.034 5.614 -0.076
Cl 10.343 2.576 -0.918 -0.125
Cl -7.982 -1.127 -1.400 -0.107
Cl 2.660 -6.741 2.238 -0.114
Cl -4.729 -2.782 -0.040 -0.032
Cl 0.585 -2.891 -4.122 -0.059
Cl 2.187 -0.568 2.209 -0.070
Cl 3.210 -5.368 11.280 -0.127
Cl 1.448 -5.604 -4.720 -0.121
Cl -5.351 5.139 -0.656 -0.166
Cl -1.310 6.709 -4.345 -0.135
Cl -6.544 7.706 -5.499 -0.126
Cl 7.504 1.955 -1.073 -0.106
Cl -0.230 -6.994 2.026 -0.106
Cl -6.456 -5.291 5.439 -0.103
Cl -6.047 -0.226 -3.377 -0.122
Cl -1.488 8.085 -1.789 -0.134
Cl 5.683 8.209 -2.374 -0.133
Cl 9.089 0.973 1.161 -0.115
P -2.409 -0.612 -1.736 0.101
O -0.695 1.825 -2.925 -0.515
O -1.650 -2.890 0.328 -0.260
O 1.808 3.941 -2.643 -0.445
O 4.295 1.199 -3.954 -0.545
O -2.003 -1.615 -3.069 -0.514
O -3.348 0.704 -2.318 0.017
O -0.430 -2.323 2.381 -0.382
O 3.846 2.137 1.295 -0.564
N 3.323 2.916 -0.979 0.232
C -4.970 -5.995 6.091 -0.023
C 4.942 7.162 -3.593 0.010
C -4.572 3.842 -1.586 0.458
C -0.106 1.234 -1.749 -0.074
C 8.862 2.298 0.010 0.027
C 2.322 -4.717 9.895 0.030
C -5.384 -3.298 1.519 -0.143
C 0.127 -4.435 -4.851 -0.014
C -0.090 -0.669 0.252 0.203
C -7.637 7.266 -4.179 -0.034
C 1.215 1.861 -1.265 0.272
C 4.321 1.031 -2.494 -0.044
C 0.501 -3.463 2.288 0.427
C 1.249 0.013 0.735 -0.343
C -0.754 0.005 -1.007 0.292
C 3.151 2.102 0.256 -0.010
C -0.660 6.816 -2.703 0.513
C -7.226 0.280 -2.161 -0.034
C 2.092 3.073 -1.803 -0.036
C 1.855 1.217 -0.009 0.355
C 4.541 2.413 -1.708 -0.118
C 1.245 -7.694 2.707 0.036
C 4.210 -2.056 5.304 -0.035
B -0.736 -1.972 1.000 0.717
H 3.400 0.437 -2.165 0.149
H -8.002 0.859 -2.656 0.364
H -2.132 -2.564 -2.857 0.294
H -6.462 -3.150 1.505 0.361
H -1.224 -3.763 0.198 0.207
H -5.037 -5.989 7.177 0.334
H 4.872 3.230 -2.431 0.010
H 5.102 0.785 -4.322 0.331
H 0.816 -3.521 1.171 0.320
H -0.628 1.096 -3.594 0.319
H -4.774 2.896 -1.085 -0.193
H 5.225 0.342 -2.287 0.253
H 1.460 -3.296 2.874 -0.437
H 1.164 -7.675 3.792 0.301
H 1.650 -5.490 9.526 0.289
H 4.153 7.721 -4.091 0.276
H 4.291 -1.078 4.834 0.323
H -0.014 -4.463 2.508 -0.090
H -0.834 5.865 -2.204 -0.174
H -3.512 0.489 -3.273 0.133
H 5.405 2.256 -0.957 0.072
H 8.634 3.202 0.570 0.287
H -0.079 -4.268 -5.906 0.306
H -8.343 6.526 -4.552 0.289
```

Output
total energy	-18940.597097	Eh
E_LUMO	-0.063	hartree
largest force on an atom	0.0951	Eh/bohr



Question: The highest largest force on an atom belongs to which entry?
Answer: C23H24BCl37NO8P



Question: Which value of E_LUMO does entry 1 give?
Answer: 0.033 hartree